19
Properties=species:S:1:pos:R:3 method="wB97M-V/def2-TZVPD" mol_weight_g_mol=282.033 relative_energy_ev=4.4656 fmax_ev_per_a=7.66 e_tot_ev=-23657.8859 smiles="CC(=O)OC(=C=CI)OC(C)=O" lumo_ev="-0.3 / -0.5"
C -1.64 -0.64 -0.60
C -3.37 -0.39 -1.03
C -0.50 -0.34 -0.06
C 1.49 -1.64 -0.13
C -0.44 2.04 -0.06
C 2.16 -2.73 0.66
C 0.55 3.14 0.21
O 1.91 -1.09 -1.10
O -1.60 2.17 -0.36
O 0.27 -1.39 0.43
O 0.17 0.85 0.09
I -4.72 -0.52 0.49
H -3.60 -0.73 -2.01
H 2.41 -2.34 1.65
H 1.48 -3.56 0.79
H 3.07 -3.05 0.16
H 0.14 4.10 -0.09
H 1.47 2.94 -0.31
H 0.76 3.16 1.28

***

23
Properties=species:S:1:pos:R:3 method="wB97M-V/def2-TZVPD" mol_weight_g_mol=239.446 total_charge=+1 relative_energy_ev=4.7705 fmax_ev_per_a=5.45 e_tot_ev=-28070.4361 lumo_ev="-6.5 / -6.4"
O -2.05 4.00 -0.52
C -1.56 4.53 -1.41
Mg 0.99 0.21 -0.61
O -1.70 0.66 -1.25
C -0.78 1.05 -1.97
C 0.04 -0.83 -2.38
O -0.72 -1.49 -2.97
C 0.15 2.47 -3.89
O 0.82 3.25 -4.45
C -0.82 2.19 -2.86
O -1.85 2.97 -2.87
H 2.41 -0.44 -0.51
C 1.08 -1.00 3.75
N 0.44 -1.90 2.80
C 0.10 -1.56 1.54
N -0.20 -2.58 0.70
O 0.06 -0.35 1.13
H 1.09 0.02 3.35
H 2.10 -1.33 3.96
H 0.51 -1.02 4.69
H 0.47 -2.90 2.98
H -0.46 -2.41 -0.26
H -0.14 -3.53 1.05